{
  "formula": "CH2N2OS",
  "method": "ωB97M-V/def2-TZVPD",
  "symbols": ["C", "N", "N", "O", "S", "H", "H"],
  "xyz": [[2.22, 0.33, 0.10], [3.14, 0.97, 0.26], [-0.77, 0.61, 0.58], [0.84, -1.78, 0.43], [0.75, -0.54, -0.28], [-1.31, -0.11, 0.93], [1.43, -0.68, -1.70]],
  "lowdin_charge": [-0.4090, 0.1442, -0.0603, -0.4607, 0.7994, -0.1217, 0.1081],
  "largest_force_ev_per_a": 5.0,
  "de_lowest_kcal_mol": 120.1,
  "total_charge": 0
}